The following is a quantum chemistry calculation of a molecular structure, C29H36BiN5O4S2, from the OMol25 dataset.

Summary:
- E_HOMO (eV) = -7.643
- gap between HOMO and LUMO (eV) = 7.52
- energy (eV) = -73806.6815
- energy above the lowest of the compared OMol25 structures with the same formula, charge and spin (kcal/mol) = 34.0

Cartesian coordinates (Å):
Bi (-13.64, -9.14, 4.66)
N (-12.78, -7.93, 6.74)
C (-11.65, -8.57, 7.41)
C (-11.24, -9.89, 6.66)
O (-10.46, -10.69, 7.25)
N (-11.75, -10.07, 5.41)
C (-11.23, -11.18, 4.55)
C (-11.82, -11.02, 3.07)
O (-11.52, -11.84, 2.24)
O (-12.60, -9.99, 2.83)
H (-12.43, -7.14, 6.19)
H (-13.51, -7.62, 7.47)
H (-11.94, -8.76, 8.43)
H (-10.79, -7.88, 7.44)
H (-11.50, -12.15, 4.94)
H (-10.12, -11.15, 4.45)
S (-16.71, -4.84, 3.27)
C (-17.93, -5.38, 4.36)
C (-19.16, -4.86, 4.53)
C (-19.98, -5.41, 5.55)
C (-19.49, -6.48, 6.33)
C (-18.23, -7.04, 6.15)
C (-17.40, -6.44, 5.18)
N (-16.05, -6.77, 4.94)
C (-15.57, -5.92, 4.03)
C (-14.10, -5.90, 3.75)
C (-13.58, -4.69, 3.36)
C (-12.19, -4.52, 3.25)
C (-11.34, -5.63, 3.34)
C (-11.91, -6.89, 3.67)
C (-13.24, -7.04, 3.93)
H (-19.58, -4.06, 3.91)
H (-20.96, -5.02, 5.69)
H (-20.21, -7.03, 6.92)
H (-17.85, -7.94, 6.70)
H (-14.26, -3.85, 3.35)
H (-11.74, -3.50, 3.32)
H (-10.29, -5.56, 3.08)
H (-11.19, -7.71, 3.68)
N (-14.71, -6.78, 8.47)
C (-15.23, -7.62, 9.58)
C (-16.14, -8.84, 9.16)
C (-15.47, -9.80, 8.21)
C (-16.38, -10.37, 7.15)
N (-15.56, -10.88, 6.09)
H (-14.46, -5.84, 8.76)
H (-15.48, -6.82, 7.77)
H (-15.88, -7.05, 10.25)
H (-14.44, -7.87, 10.30)
H (-17.08, -8.46, 8.77)
H (-16.34, -9.32, 10.10)
H (-15.03, -10.61, 8.80)
H (-14.63, -9.21, 7.76)
H (-16.95, -9.48, 6.79)
H (-17.12, -11.10, 7.57)
H (-15.98, -11.13, 5.20)
H (-15.01, -11.70, 6.39)
C (-20.58, -14.37, 1.29)
C (-19.30, -13.73, 1.72)
C (-18.14, -14.55, 1.69)
C (-16.89, -13.96, 1.97)
C (-16.81, -12.57, 2.16)
C (-17.95, -11.84, 2.44)
C (-19.16, -12.40, 2.14)
S (-15.16, -11.86, 2.37)
C (-14.85, -11.13, 0.79)
O (-15.30, -10.74, 3.39)
H (-20.47, -14.96, 0.35)
H (-21.31, -13.58, 1.05)
H (-20.97, -15.11, 2.03)
H (-18.24, -15.60, 1.46)
H (-16.01, -14.56, 2.12)
H (-17.85, -10.93, 2.99)
H (-20.06, -11.87, 2.32)
H (-15.74, -10.51, 0.40)
H (-14.64, -11.78, -0.02)
H (-14.02, -10.46, 1.06)

Mulliken atomic charge list, values in e, 4 entries: Bi 2.224; N -0.374; C -0.524; C 0.275

---

The following is a quantum chemistry calculation of a molecular structure, C29H36BrIN3O3STi, from the OMol25 dataset.

Summary:
- net charge = -1
- E_HOMO (alpha / beta) (eV) = -1.874 / -4.720
- gap between HOMO and LUMO (alpha / beta) (eV) = 3.67 / 6.52
- energy (eV) = -153363.9591
- multiplicity = 3

Cartesian coordinates (Å):
Ti (-0.37, -1.03, -0.85)
C (2.58, -2.01, -2.41)
O (1.70, -1.09, -1.74)
C (2.21, 0.20, -1.52)
C (3.57, 0.42, -1.23)
C (3.95, 1.77, -1.17)
Br (5.80, 2.13, -0.88)
C (3.09, 2.82, -1.29)
C (1.68, 2.58, -1.46)
C (1.31, 1.21, -1.65)
O (0.01, 0.83, -2.04)
C (0.77, 3.66, -1.48)
N (1.11, 4.95, -1.59)
C (-0.07, 5.65, -1.55)
C (-0.30, 7.02, -1.61)
C (-1.61, 7.48, -1.54)
C (-2.68, 6.60, -1.41)
C (-2.47, 5.22, -1.35)
C (-1.17, 4.78, -1.43)
N (-0.62, 3.51, -1.42)
H (3.32, -1.44, -2.97)
H (1.97, -2.59, -3.09)
H (3.07, -2.64, -1.67)
H (4.26, -0.38, -1.02)
H (3.42, 3.84, -1.25)
H (-0.43, 1.58, -2.47)
H (0.54, 7.71, -1.71)
H (-1.80, 8.55, -1.58)
H (-3.69, 6.99, -1.35)
H (-3.30, 4.53, -1.26)
H (-1.09, 2.73, -1.00)
I (-3.34, 0.85, -1.94)
C (-2.35, -1.09, -1.66)
H (-2.25, -1.41, -2.70)
H (-3.16, -1.68, -1.23)
C (2.64, -2.16, 1.38)
C (1.72, -2.84, 2.39)
C (1.06, -4.10, 1.84)
C (0.68, -1.91, 3.00)
C (0.71, -1.79, 4.38)
C (-0.18, -1.00, 5.08)
C (-1.12, -0.29, 4.34)
C (-1.19, -0.36, 2.96)
C (-2.26, 0.47, 2.29)
C (-1.72, 1.55, 1.35)
C (-3.33, -0.41, 1.63)
C (-0.30, -1.21, 2.24)
N (-0.41, -1.34, 0.87)
H (3.39, -2.87, 1.01)
H (3.17, -1.33, 1.85)
H (2.08, -1.77, 0.54)
H (2.35, -3.16, 3.23)
H (0.24, -3.82, 1.19)
H (0.64, -4.71, 2.65)
H (1.77, -4.72, 1.29)
H (1.47, -2.34, 4.93)
H (-0.15, -0.92, 6.16)
H (-1.82, 0.36, 4.86)
H (-2.75, 1.02, 3.10)
H (-1.22, 1.11, 0.49)
H (-0.99, 2.18, 1.87)
H (-2.53, 2.18, 0.99)
H (-2.88, -1.02, 0.84)
H (-4.12, 0.20, 1.18)
H (-3.78, -1.07, 2.37)
C (0.71, -5.20, -1.86)
S (-0.14, -3.66, -1.57)
C (-1.69, -4.35, -0.99)
O (-0.38, -3.07, -2.93)
H (0.09, -5.79, -2.53)
H (0.88, -5.71, -0.92)
H (1.66, -4.96, -2.34)
H (-1.49, -5.20, -0.34)
H (-2.24, -4.65, -1.88)
H (-2.21, -3.57, -0.44)

natural (NBO) atomic charge list, values in e, 4 entries: Ti 1.461; C -0.256; O -0.585; C 0.284

---

The following is a quantum chemistry calculation of C29H36Cl2N4O4 in the gas phase, from the OMol25 dataset.

Summary:
- E_HOMO (eV) = -8.209
- gap between HOMO and LUMO (eV) = 8.73
- energy (eV) = -69854.5856
- structure (SMILES) = O=C(Nc1ccc(Cl)c(Cl)c1)[C@H]1[C@H]2C(=O)N(CCN3CCCCC3)[C@H](C(=O)NC3CCCCC3)[C@]23C=C[C@H]1O3

Cartesian coordinates (Å):
O (1.20, 4.03, -1.33)
C (0.24, 3.33, -1.59)
N (-0.01, 2.78, -2.80)
C (0.88, 2.67, -3.87)
C (0.53, 1.79, -4.90)
C (1.38, 1.61, -5.97)
C (2.58, 2.30, -6.05)
C (2.92, 3.19, -5.03)
C (2.07, 3.38, -3.95)
H (2.35, 4.07, -3.17)
Cl (4.40, 4.06, -5.11)
Cl (3.63, 2.06, -7.39)
H (1.11, 0.92, -6.76)
H (-0.39, 1.23, -4.83)
H (-0.83, 2.18, -2.90)
C (-0.85, 3.09, -0.52)
H (-1.57, 3.90, -0.62)
C (-1.54, 1.72, -0.41)
C (-1.35, 0.56, -1.37)
O (-1.56, 0.59, -2.58)
N (-0.97, -0.52, -0.68)
C (-0.67, -1.77, -1.33)
H (-1.46, -1.99, -2.05)
C (0.68, -1.69, -2.07)
N (1.75, -1.38, -1.14)
C (2.85, -2.33, -1.15)
H (2.44, -3.34, -1.09)
C (3.76, -2.19, -2.38)
C (4.31, -0.77, -2.45)
C (3.15, 0.23, -2.45)
H (3.52, 1.25, -2.42)
H (2.57, 0.11, -3.36)
C (2.26, -0.02, -1.23)
H (1.41, 0.67, -1.23)
H (2.83, 0.17, -0.32)
H (4.91, -0.64, -3.35)
H (4.95, -0.58, -1.58)
H (4.58, -2.91, -2.31)
H (3.19, -2.41, -3.28)
H (3.44, -2.15, -0.25)
H (0.85, -2.65, -2.56)
H (0.59, -0.93, -2.86)
H (-0.64, -2.55, -0.57)
C (-0.79, -0.33, 0.74)
C (-0.91, 1.17, 0.92)
C (-1.64, 1.90, 2.02)
C (-1.17, 3.14, 1.95)
H (-1.46, 4.02, 2.50)
C (-0.12, 3.13, 0.87)
H (0.69, 3.85, 0.92)
O (0.36, 1.80, 0.94)
H (-2.43, 1.49, 2.61)
H (0.21, -0.67, 1.03)
C (-1.86, -1.10, 1.54)
O (-2.85, -1.56, 1.03)
N (-1.57, -1.18, 2.85)
H (-0.74, -0.73, 3.20)
C (-2.43, -1.83, 3.82)
C (-3.06, -0.80, 4.77)
C (-3.96, -1.49, 5.79)
C (-3.17, -2.53, 6.58)
C (-2.54, -3.56, 5.64)
C (-1.64, -2.86, 4.62)
H (-1.21, -3.60, 3.93)
H (-0.82, -2.37, 5.14)
H (-1.96, -4.28, 6.21)
H (-3.33, -4.09, 5.11)
H (-3.82, -3.03, 7.29)
H (-2.38, -2.03, 7.15)
H (-4.38, -0.75, 6.46)
H (-4.78, -1.99, 5.26)
H (-3.64, -0.08, 4.19)
H (-2.26, -0.25, 5.28)
H (-3.22, -2.32, 3.24)
H (-2.62, 1.86, -0.31)

natural (NBO) atomic charge list, values in e, 4 entries: O -0.618; C 0.693; N -0.644; C 0.240

---

The following is a quantum chemistry calculation of a molecular structure, C29H36F6N3O4PPdS2, from the OMol25 dataset.

Summary:
- E_HOMO (alpha / beta) (eV) = -7.391 / -8.017
- gap between HOMO and LUMO (alpha / beta) (eV) = 7.89 / 6.11
- energy (eV) = -94060.9602
- multiplicity = 3

Cartesian coordinates (Å):
Pd (0.18, 0.41, -0.92)
C (-3.72, 0.19, 0.08)
C (-3.17, -0.95, -0.77)
C (-4.13, -2.13, -0.80)
P (-1.40, -1.25, -0.33)
C (-0.86, -2.91, -0.90)
C (-1.41, -4.14, -0.19)
C (-1.01, -3.02, -2.42)
C (-1.29, -1.31, 1.49)
C (-2.19, -1.99, 2.30)
C (-2.13, -1.97, 3.69)
C (-3.13, -2.72, 4.52)
C (-1.11, -1.22, 4.29)
C (-0.21, -0.51, 3.53)
C (-0.28, -0.54, 2.12)
N (0.64, 0.12, 1.34)
C (1.27, 1.26, 1.88)
C (0.53, 2.33, 2.39)
C (-0.98, 2.37, 2.33)
C (1.21, 3.45, 2.84)
C (2.60, 3.54, 2.78)
C (3.31, 4.78, 3.25)
C (3.30, 2.48, 2.23)
C (2.66, 1.35, 1.75)
C (3.46, 0.24, 1.11)
H (-4.71, 0.47, -0.29)
H (-3.09, 1.08, 0.05)
H (-3.83, -0.11, 1.13)
H (-3.06, -0.57, -1.80)
H (-4.27, -2.58, 0.18)
H (-3.82, -2.91, -1.49)
H (-5.11, -1.78, -1.14)
H (0.21, -2.85, -0.68)
H (-2.47, -4.29, -0.37)
H (-1.25, -4.10, 0.89)
H (-0.89, -5.03, -0.56)
H (-2.04, -3.25, -2.70)
H (-0.38, -3.83, -2.80)
H (-0.72, -2.11, -2.94)
H (-2.99, -2.57, 1.84)
H (-3.71, -3.41, 3.91)
H (-3.82, -2.03, 5.01)
H (-2.64, -3.30, 5.31)
H (-1.03, -1.20, 5.37)
H (0.58, 0.06, 3.99)
H (-1.33, 2.10, 1.33)
H (-1.33, 3.38, 2.54)
H (-1.47, 1.69, 3.04)
H (0.64, 4.29, 3.21)
H (2.72, 5.32, 3.99)
H (3.50, 5.47, 2.42)
H (4.28, 4.54, 3.69)
H (4.39, 2.54, 2.15)
H (4.52, 0.49, 1.12)
H (3.14, 0.10, 0.08)
H (3.32, -0.70, 1.64)
F (3.31, 4.26, -1.87)
C (2.30, 4.02, -2.70)
F (1.57, 5.13, -2.83)
F (2.78, 3.68, -3.88)
S (1.29, 2.69, -1.97)
O (0.70, 3.24, -0.77)
O (2.22, 1.58, -1.79)
N (0.28, 2.47, -3.19)
S (-1.09, 1.69, -3.02)
O (-1.80, 1.94, -1.77)
O (-1.05, 0.33, -3.52)
C (-2.05, 2.57, -4.29)
F (-1.48, 2.50, -5.48)
F (-3.26, 2.00, -4.35)
F (-2.20, 3.85, -3.96)
C (3.79, -2.89, -3.37)
C (2.99, -1.95, -4.00)
C (2.08, -1.23, -3.25)
N (1.93, -1.40, -1.93)
C (2.71, -2.30, -1.33)
C (3.65, -3.07, -2.00)
H (4.51, -3.47, -3.93)
H (3.07, -1.77, -5.07)
H (1.44, -0.49, -3.71)
H (2.57, -2.40, -0.26)
H (4.25, -3.78, -1.46)

Mulliken atomic charge list, values in e, 4 entries: Pd 1.673; C -1.454; C 0.672; C -1.447

---

The following is a quantum chemistry calculation of a molecular structure, C29H36N3P2RhS3Sb, from the OMol25 dataset.

Summary:
- E_HOMO (alpha / beta) (eV) = -6.606 / -6.513
- gap between HOMO and LUMO (alpha / beta) (eV) = 5.23 / 4.96
- energy (eV) = -95758.6303
- energy above the lowest of the compared OMol25 structures with the same formula, charge and spin (kcal/mol) = 56.2
- multiplicity = 2

Cartesian coordinates (Å):
Rh (-0.93, -0.64, 0.28)
C (0.79, -2.95, 3.62)
C (0.22, -4.18, 3.33)
C (-0.38, -4.37, 2.10)
C (-0.43, -3.32, 1.19)
N (0.00, -2.08, 1.55)
C (0.65, -1.93, 2.70)
C (-0.81, -3.43, -0.22)
C (-0.90, -4.66, -0.88)
C (-0.99, -4.70, -2.26)
C (-0.93, -3.52, -2.99)
C (-0.87, -2.29, -2.33)
C (-0.86, -2.23, -0.95)
H (1.33, -2.78, 4.54)
H (0.25, -4.98, 4.05)
H (-0.80, -5.33, 1.83)
H (1.08, -0.95, 2.87)
H (-0.84, -5.58, -0.31)
H (-1.05, -5.65, -2.77)
H (-0.92, -3.55, -4.07)
H (-0.79, -1.38, -2.91)
S (2.56, -2.96, -0.38)
Sb (2.93, -0.67, -0.66)
S (0.74, 0.41, -1.04)
S (3.36, 0.04, 1.55)
C (0.26, 2.35, 1.79)
P (-1.18, 1.22, 1.77)
C (-2.40, 2.32, 0.93)
N (-2.64, 3.52, 1.42)
C (-3.49, 4.34, 0.78)
C (-3.82, 5.60, 1.30)
C (-4.66, 6.43, 0.60)
C (-5.19, 6.05, -0.64)
C (-4.89, 4.82, -1.17)
C (-4.06, 3.93, -0.47)
N (-3.80, 2.70, -0.95)
C (-3.02, 1.90, -0.26)
P (-2.65, 0.24, -0.94)
C (-2.55, 0.64, -2.71)
C (-4.24, -0.76, -0.76)
C (-4.30, -1.20, 0.70)
C (-5.47, 0.07, -1.10)
C (-4.18, -1.99, -1.67)
C (-1.76, 1.27, 3.59)
C (-1.03, 0.17, 4.34)
C (-3.26, 0.98, 3.65)
C (-1.47, 2.60, 4.28)
H (-0.04, 3.34, 2.14)
H (0.64, 2.41, 0.77)
H (1.05, 1.93, 2.42)
H (-3.39, 5.91, 2.24)
H (-4.92, 7.40, 1.02)
H (-5.83, 6.72, -1.19)
H (-5.29, 4.51, -2.13)
H (-3.41, 1.27, -2.97)
H (-2.53, -0.26, -3.32)
H (-1.63, 1.20, -2.88)
H (-4.40, -0.33, 1.36)
H (-3.39, -1.75, 0.99)
H (-5.15, -1.86, 0.88)
H (-5.56, 0.96, -0.47)
H (-6.37, -0.54, -0.94)
H (-5.47, 0.39, -2.14)
H (-3.31, -2.61, -1.45)
H (-4.15, -1.71, -2.72)
H (-5.08, -2.59, -1.50)
H (-1.28, -0.82, 3.95)
H (-1.31, 0.20, 5.40)
H (0.05, 0.30, 4.28)
H (-3.48, -0.01, 3.24)
H (-3.85, 1.72, 3.12)
H (-3.59, 0.97, 4.69)
H (-0.40, 2.74, 4.44)
H (-1.95, 2.60, 5.26)
H (-1.85, 3.45, 3.71)

Mulliken atomic charge list, values in e, 4 entries: Rh -0.591; C -0.817; C -0.746; C -0.770

---

The following is a quantum chemistry calculation of a molecular structure, C29H36N6O2RuS4Sb2, from the OMol25 dataset.

Summary:
- net charge = +1
- E_HOMO (alpha / beta) (eV) = -10.162 / -10.137
- gap between HOMO and LUMO (alpha / beta) (eV) = 6.56 / 6.00
- energy (eV) = -102685.2911
- energy above the lowest of the compared OMol25 structures with the same formula, charge and spin (kcal/mol) = 22.9
- multiplicity = 2

Cartesian coordinates (Å):
Ru (0.00, -0.06, 0.46)
C (-0.67, -5.19, -0.71)
S (-1.54, -3.97, -1.71)
C (-1.06, -2.47, -1.00)
S (0.22, -2.39, 0.16)
N (-1.78, -1.46, -1.45)
N (-1.50, -0.29, -0.84)
C (-2.22, 0.76, -1.08)
C (-1.79, 2.00, -0.48)
C (-2.46, 3.20, -0.72)
C (-1.95, 4.37, -0.19)
C (-0.79, 4.32, 0.56)
C (-0.18, 3.09, 0.77)
N (-0.66, 1.95, 0.26)
H (-1.12, -6.14, -0.96)
H (-0.82, -4.99, 0.34)
H (0.40, -5.22, -0.94)
H (-3.08, 0.71, -1.73)
H (-3.37, 3.19, -1.30)
H (-2.46, 5.31, -0.35)
H (-0.35, 5.21, 0.99)
H (0.71, 3.01, 1.37)
C (3.18, -1.44, 2.46)
Sb (2.45, 0.28, 1.48)
C (2.84, 1.90, 2.83)
C (4.17, 0.85, 0.30)
C (4.66, -0.15, -0.70)
C (5.59, -1.12, -0.32)
C (6.07, -2.04, -1.24)
C (5.64, -2.00, -2.55)
C (4.71, -1.04, -2.94)
C (4.20, -0.13, -2.02)
C (3.13, 0.83, -2.45)
Sb (1.19, 0.06, -1.91)
C (0.03, 1.17, -3.32)
C (1.41, -1.74, -3.01)
H (3.45, -2.18, 1.70)
H (2.39, -1.84, 3.09)
H (4.05, -1.21, 3.06)
H (3.56, 2.56, 2.36)
H (3.28, 1.51, 3.75)
H (1.94, 2.45, 3.08)
H (4.95, 1.06, 1.04)
H (3.91, 1.79, -0.17)
H (5.95, -1.13, 0.70)
H (6.80, -2.78, -0.92)
H (6.03, -2.70, -3.28)
H (4.38, -1.01, -3.97)
H (3.07, 0.87, -3.54)
H (3.29, 1.85, -2.10)
H (0.56, 1.16, -4.26)
H (-0.11, 2.20, -3.00)
H (-0.94, 0.68, -3.45)
H (1.88, -1.47, -3.95)
H (0.44, -2.20, -3.20)
H (2.05, -2.43, -2.47)
N (-6.82, 1.77, -1.38)
C (-5.96, 1.01, -0.61)
C (-5.66, -0.31, -0.96)
C (-4.76, -1.04, -0.21)
C (-4.14, -0.47, 0.88)
C (-4.44, 0.83, 1.26)
C (-5.34, 1.57, 0.52)
S (-3.02, -1.41, 1.86)
O (-2.81, -2.66, 1.17)
O (-3.56, -1.45, 3.19)
N (-1.63, -0.54, 1.93)
C (-1.06, -0.33, 3.15)
S (-1.64, -0.75, 4.74)
C (-0.21, -0.09, 5.42)
C (0.60, 0.39, 4.46)
N (0.13, 0.25, 3.17)
H (-7.44, 1.27, -1.99)
H (-7.23, 2.58, -0.94)
H (-6.15, -0.76, -1.82)
H (-4.52, -2.06, -0.49)
H (-3.98, 1.26, 2.14)
H (-5.59, 2.59, 0.82)
H (-0.05, -0.08, 6.49)
H (1.55, 0.86, 4.65)

Mulliken atomic charge list, values in e, 4 entries: Ru -1.332; C -0.800; S -0.059; C 0.569